Entry 1:
{"formula": "C12H32CrI2N8O3P2S", "method": "ωB97M-V with the def2-TZVPD basis set", "species": ["Cr", "C", "N", "C", "P", "O", "O", "P", "O", "N", "C", "C", "N", "C", "C", "N", "C", "C", "H", "H", "H", "H", "H", "H", "H", "H", "H", "H", "H", "H", "H", "H", "H", "H", "H", "H", "H", "H", "H", "H", "H", "H", "I", "C", "I", "H", "H", "C", "C", "N", "N", "C", "S", "N", "N", "H", "H", "H", "H", "H", "H"], "xyz": [[-0.21968, -0.13410, -0.32208], [-2.56425, 1.31312, 2.79388], [-1.35968, 2.11106, 3.03177], [-1.55822, 3.27352, 3.91688], [-0.02831, 2.01285, 2.13107], [-0.00131, 0.66269, 1.43642], [-0.02430, 3.16046, 0.96784], [-0.12481, 3.03080, -0.63011], [-0.61116, 1.61277, -0.94499], [-1.16693, 4.06742, -1.26114], [-0.82284, 5.49758, -1.36235], [-2.60072, 3.78669, -1.43724], [1.40872, 3.25342, -1.15368], [2.43363, 4.03322, -0.43890], [1.55240, 3.33359, -2.62360], [1.33393, 2.33325, 2.94216], [1.69574, 1.35302, 3.98828], [1.84191, 3.68525, 3.23759], [-3.09908, 1.22016, 3.73782], [-2.28314, 0.31028, 2.47794], [-3.23325, 1.78569, 2.06951], [-2.01280, 2.93521, 4.84618], [-2.20655, 4.01348, 3.44596], [-0.60610, 3.74002, 4.15834], [0.25066, 5.64678, -1.26188], [-1.33013, 6.06561, -0.58251], [-1.13361, 5.86768, -2.33819], [-2.78418, 2.71714, -1.38534], [-2.90297, 4.15101, -2.41795], [-3.18306, 4.30109, -0.67205], [2.36705, 3.86302, 0.62992], [2.35201, 5.10103, -0.64845], [3.41267, 3.70028, -0.78353], [1.44742, 4.36089, -2.97698], [0.79969, 2.72021, -3.11871], [2.54426, 2.97678, -2.90010], [1.35843, 0.35557, 3.71017], [1.25576, 1.62629, 4.94871], [2.78012, 1.34127, 4.08479], [1.41789, 4.42262, 2.56122], [2.92687, 3.68412, 3.13757], [1.59322, 3.96806, 4.26165], [-0.83025, -1.00268, -2.90886], [-2.68380, -1.66814, -2.09826], [-2.90416, -0.81992, -0.16440], [-2.64993, -2.74820, -2.01013], [-3.48542, -1.32214, -2.74153], [5.02227, -0.43681, -0.70488], [3.95891, -1.36774, -0.26830], [4.12282, -2.57094, 0.17665], [2.87397, -3.04064, 0.45203], [1.92866, -2.15578, 0.19855], [0.21937, -2.25276, 0.38915], [2.59703, -1.07652, -0.26565], [1.90647, 0.08069, -0.65486], [5.97743, -0.95251, -0.63707], [5.05880, 0.44424, -0.06172], [4.87478, -0.12254, -1.73951], [2.76275, -3.98136, 0.81137], [2.22039, 0.87522, -0.09347], [2.12681, 0.29097, -1.62811]], "forces_ev_per_a": [[-0.15, -0.08, 0.05], [-0.01, 0.01, 0.00], [0.13, 0.10, 0.04], [0.01, -0.03, 0.01], [-0.12, -0.07, -0.12], [0.12, 0.19, 0.12], [-0.03, -0.15, 0.01], [0.01, -0.09, -0.03], [0.03, 0.17, -0.07], [0.12, 0.07, 0.02], [0.03, -0.02, 0.00], [0.05, -0.04, 0.04], [-0.13, 0.09, 0.00], [0.01, -0.04, 0.00], [-0.02, -0.02, -0.01], [-0.01, 0.03, 0.06], [-0.02, -0.03, -0.03], [-0.01, 0.01, -0.06], [0.00, -0.01, -0.01], [0.00, 0.01, -0.01], [0.01, -0.02, -0.01], [-0.01, 0.00, 0.00], [-0.01, 0.00, 0.02], [-0.01, 0.01, -0.02], [-0.01, 0.00, 0.01], [0.00, 0.02, -0.01], [-0.01, 0.00, 0.01], [-0.02, 0.00, 0.00], [-0.02, -0.01, 0.01], [-0.02, -0.01, -0.01], [-0.02, 0.02, 0.03], [0.00, 0.01, 0.02], [0.00, 0.00, 0.00], [0.01, 0.00, -0.01], [0.00, -0.01, 0.01], [0.00, 0.00, -0.01], [0.00, 0.00, 0.01], [0.01, -0.01, 0.01], [0.00, -0.01, 0.02], [-0.01, 0.00, -0.01], [0.00, 0.01, 0.00], [0.02, 0.00, 0.00], [-0.03, -0.03, -0.08], [-0.02, -0.03, -0.08], [0.00, 0.00, 0.04], [-0.03, 0.01, 0.00], [0.00, -0.02, 0.01], [0.00, 0.00, 0.00], [0.07, 0.02, 0.01], [0.01, -0.04, -0.03], [-0.03, 0.12, -0.01], [-0.05, -0.02, -0.01], [0.12, -0.08, -0.07], [-0.11, -0.14, 0.06], [0.06, 0.09, 0.03], [0.00, 0.01, 0.00], [0.01, 0.01, -0.01], [0.00, 0.00, 0.00], [0.00, 0.00, 0.00], [0.01, -0.04, 0.03], [0.03, -0.02, 0.02]], "total_charge": 3, "lumo_energy_ev": [-10.804, -10.082], "spin_multiplicity": 2, "gap_ev": [7.1, 7.8]}

=====

Entry 2:
{"formula": "C12H32InO7S", "method": "ωB97M-V with the def2-TZVPD basis set", "species": ["O", "S", "O", "O", "C", "C", "C", "C", "In", "H", "H", "H", "H", "H", "H", "H", "H", "H", "H", "H", "H", "C", "O", "C", "C", "O", "C", "H", "H", "H", "H", "H", "H", "H", "H", "H", "H", "C", "O", "C", "C", "O", "C", "H", "H", "H", "H", "H", "H", "H", "H", "H", "H"], "xyz": [[5.71306, 1.12534, 0.03441], [4.67718, 0.25454, 0.47948], [4.52072, 0.14787, 1.88098], [4.98479, -1.21162, -0.07583], [3.19639, 0.71909, -0.39055], [2.61727, 2.01355, 0.13091], [1.63307, 1.90797, 1.32402], [1.18604, 0.49923, 1.71317], [-0.44692, -0.22686, 0.34696], [4.64596, -1.26452, -0.99080], [2.47996, -0.08826, -0.44994], [3.57117, 0.88011, -1.39718], [2.09402, 2.46234, -0.70510], [3.44308, 2.67027, 0.37941], [2.02293, 2.48476, 2.16056], [0.74110, 2.43904, 1.00747], [2.00061, -0.20171, 1.82226], [0.73247, 0.57520, 2.69619], [0.31576, -0.45188, -1.27980], [-1.70620, 1.04561, 0.32119], [-1.06769, -1.76569, 0.99773], [0.13326, 5.24348, -0.14135], [-0.39050, 4.07784, -0.74187], [-1.79423, 4.12926, -0.94447], [-2.13096, 4.45796, -2.37957], [-1.70779, 5.76611, -2.75416], [-0.48909, 5.77108, -3.46986], [1.21641, 5.21631, -0.25938], [-0.25214, 6.15250, -0.61195], [-0.10002, 5.26161, 0.92967], [-2.25476, 4.85318, -0.26425], [-2.19106, 3.13786, -0.70602], [-3.21802, 4.42511, -2.50202], [-1.69185, 3.71005, -3.04582], [-0.64504, 5.43372, -4.50164], [0.26133, 5.13612, -2.99398], [-0.12167, 6.79674, -3.48868], [-3.22984, -6.66847, 2.40369], [-2.86752, -7.06116, 1.09353], [-3.02765, -6.02201, 0.13650], [-1.72328, -5.32390, -0.17682], [-1.21548, -4.63173, 0.94226], [-0.17690, -5.31076, 1.61420], [-2.84261, -7.41962, 3.09124], [-2.80525, -5.69710, 2.66538], [-4.32096, -6.62662, 2.50569], [-3.76500, -5.29268, 0.48390], [-3.41243, -6.48342, -0.77935], [-1.90616, -4.57912, -0.95861], [-0.98892, -6.04225, -0.55799], [0.75852, -5.24021, 1.04705], [-0.41860, -6.36450, 1.78365], [-0.03654, -4.81977, 2.57556]], "forces_ev_per_a": [[0.69, 0.45, -0.66], [-0.21, 0.64, -0.10], [-0.34, -0.55, 0.86], [-0.42, -0.32, -0.52], [0.43, -0.32, -0.27], [-0.36, 0.02, 0.45], [0.01, -0.12, -0.33], [-0.58, 0.26, -0.35], [0.20, -0.22, 0.20], [0.28, -0.07, 0.41], [-0.23, -0.25, 0.34], [0.12, 0.04, -0.27], [-0.10, 0.12, -0.25], [0.18, 0.28, 0.00], [0.34, -0.04, 0.26], [-0.20, 0.29, 0.04], [0.37, -0.15, 0.03], [-0.21, -0.10, 0.27], [-0.11, 0.02, 0.06], [0.08, -0.06, -0.06], [-0.02, 0.19, -0.16], [0.03, -0.11, 0.05], [0.01, 0.23, -0.11], [0.10, -0.32, 0.03], [-0.18, 0.17, 0.01], [0.08, -0.04, 0.02], [-0.03, 0.03, 0.00], [0.01, -0.04, 0.03], [-0.01, 0.01, 0.00], [-0.01, 0.06, 0.00], [0.00, 0.06, -0.02], [0.03, 0.00, 0.03], [0.01, -0.03, -0.01], [0.03, -0.02, 0.01], [0.05, -0.03, 0.00], [0.00, -0.02, -0.01], [-0.03, 0.02, -0.02], [0.01, -0.03, -0.01], [0.01, 0.06, 0.05], [0.00, -0.21, -0.11], [0.04, 0.29, -0.02], [-0.09, -0.30, 0.14], [0.03, 0.09, -0.04], [-0.02, -0.04, -0.02], [-0.01, 0.01, 0.00], [0.01, 0.05, 0.03], [0.01, 0.04, 0.03], [0.00, 0.02, 0.01], [0.01, -0.03, -0.02], [-0.02, -0.05, 0.00], [0.01, -0.05, 0.02], [0.00, -0.01, -0.01], [0.02, 0.06, -0.02]], "total_charge": -1, "lumo_energy_ev": 2.696, "spin_multiplicity": 1, "gap_ev": 7.0}

=====

Entry 3:
{"formula": "C12H32O12S4", "method": "ωB97M-V with the def2-TZVPD basis set", "species": ["C", "C", "O", "S", "C", "O", "O", "H", "H", "H", "H", "H", "H", "H", "H", "C", "C", "O", "S", "C", "O", "O", "H", "H", "H", "H", "H", "H", "H", "H", "C", "C", "O", "S", "C", "O", "O", "H", "H", "H", "H", "H", "H", "H", "H", "C", "C", "O", "S", "C", "O", "O", "H", "H", "H", "H", "H", "H", "H", "H"], "xyz": [[4.46436, -0.09540, -1.95972], [4.58548, 1.40349, -2.08160], [3.31332, 1.90099, -2.56111], [3.12526, 3.49058, -2.50374], [2.63053, 3.71588, -0.79326], [4.40246, 4.08732, -2.70203], [2.03713, 3.77917, -3.35613], [5.44478, -0.54669, -1.80658], [3.97440, -0.53391, -2.82763], [3.88601, -0.37031, -1.07198], [4.79353, 1.84998, -1.10311], [5.38018, 1.72629, -2.75037], [2.56640, 2.72902, -0.34234], [1.65661, 4.19225, -0.79841], [3.40476, 4.30759, -0.31488], [1.67389, 2.40766, 2.72023], [0.71412, 2.24520, 3.86754], [0.12943, 0.92241, 3.78445], [-1.44603, 0.80368, 3.92333], [-1.95570, 1.38849, 2.34396], [-1.72168, -0.58098, 4.07794], [-1.90419, 1.70958, 4.93288], [1.19203, 2.11261, 1.78476], [2.56092, 1.78835, 2.85983], [2.00573, 3.44102, 2.61513], [1.22723, 2.31386, 4.82524], [-0.05861, 3.01215, 3.85870], [-1.35031, 0.90586, 1.58358], [-1.73201, 2.45606, 2.31870], [-3.03098, 1.27357, 2.25491], [1.50421, -1.32499, 1.40728], [0.37380, -1.11113, 0.40622], [0.56923, 0.22572, -0.12242], [-0.24550, 0.60803, -1.44212], [0.67854, -0.28676, -2.64163], [-1.56703, 0.08665, -1.27748], [-0.07174, 2.00285, -1.64168], [1.48354, -2.35620, 1.75920], [1.38008, -0.71029, 2.29984], [2.44921, -1.05763, 0.93647], [0.54383, -1.85845, -0.37296], [-0.60993, -1.23822, 0.85060], [0.26683, -0.03033, -3.61475], [0.48420, -1.34419, -2.47515], [1.71952, -0.02698, -2.48891], [-5.68712, -3.49903, -1.87323], [-5.26265, -2.81418, -0.58886], [-4.52172, -3.70846, 0.26053], [-3.00685, -3.40726, 0.48719], [-2.31952, -3.49438, -1.13626], [-2.85759, -2.05876, 0.92323], [-2.52529, -4.47631, 1.27580], [-5.03897, -3.30766, -2.72640], [-6.69115, -3.17552, -2.15709], [-5.76405, -4.57618, -1.71869], [-4.67440, -1.91641, -0.80128], [-6.11240, -2.44868, -0.01688], [-2.84291, -2.82460, -1.80802], [-2.33714, -4.52037, -1.49556], [-1.28617, -3.18607, -0.98524]], "forces_ev_per_a": [[-0.06, -0.17, 0.46], [0.00, 0.04, 0.31], [0.15, 0.04, -0.15], [-0.14, -0.47, 0.80], [0.29, -0.15, -0.40], [0.48, 0.27, -0.07], [-0.51, 0.12, -0.49], [0.04, 0.03, -0.23], [0.21, 0.00, -0.12], [-0.14, 0.11, -0.12], [0.01, -0.04, -0.05], [-0.10, -0.07, -0.17], [-0.12, 0.03, 0.08], [-0.01, 0.05, 0.07], [-0.11, 0.11, 0.08], [0.17, -0.09, -0.37], [0.18, 0.17, 0.14], [0.12, 0.10, 0.09], [-0.35, -0.01, 0.54], [0.25, 0.59, 0.12], [0.16, -0.28, -0.33], [0.08, 0.25, -0.15], [0.03, 0.03, 0.01], [-0.04, -0.06, -0.04], [-0.05, 0.05, 0.14], [-0.07, -0.04, 0.06], [-0.12, -0.09, -0.02], [-0.37, -0.29, -0.14], [-0.01, 0.00, 0.03], [0.03, -0.32, -0.17], [-0.54, 0.32, 0.32], [1.08, -0.40, 0.60], [-0.17, 0.18, -0.19], [-0.24, -0.21, 0.74], [-0.64, -0.28, 0.01], [-0.09, -0.31, -0.42], [0.35, 0.34, 0.07], [0.20, -0.07, -0.20], [-0.07, 0.12, -0.12], [0.11, -0.28, 0.04], [-0.34, 0.18, -0.26], [-0.11, 0.18, -0.14], [0.29, 0.21, -0.08], [0.16, -0.04, 0.03], [0.03, 0.10, -0.32], [-0.55, -0.29, -0.04], [-0.14, 0.79, -0.35], [-0.51, -0.27, -0.20], [0.15, 0.45, -0.24], [0.29, -0.34, 0.17], [0.05, 0.43, 0.15], [0.36, -0.63, 0.35], [0.18, -0.02, 0.11], [0.10, 0.12, 0.00], [0.10, 0.01, 0.02], [0.10, -0.12, 0.11], [-0.06, -0.33, 0.13], [0.08, 0.16, -0.02], [-0.12, -0.02, 0.04], [-0.02, 0.11, -0.22]], "lumo_energy_ev": 0.201, "spin_multiplicity": 1, "smiles": "CCOS(C)(=O)=O.CCOS(C)(=O)=O.CCOS(C)(=O)=O.CCOS(C)(=O)=O", "gap_ev": 11.2}

=====

Entry 4:
{"formula": "C12H33BN3O12S3", "method": "ωB97M-V with the def2-TZVPD basis set", "species": ["O", "B", "O", "O", "N", "C", "N", "C", "C", "N", "H", "H", "H", "H", "H", "H", "H", "H", "H", "O", "S", "O", "O", "C", "C", "C", "H", "H", "H", "H", "H", "H", "H", "H", "O", "S", "O", "O", "C", "C", "C", "H", "H", "H", "H", "H", "H", "H", "H", "O", "S", "O", "O", "C", "C", "C", "H", "H", "H", "H", "H", "H", "H", "H"], "xyz": [[-0.05015, -1.57876, -0.77751], [-0.88743, -1.58964, 0.29548], [-1.31401, -0.48452, 0.95562], [-1.36080, -2.85841, 0.71810], [-2.55034, -2.82504, 1.38459], [-3.66260, -2.41400, 0.85960], [-4.81100, -2.26780, 1.53477], [-5.52091, -1.10269, 0.93222], [-4.76694, -0.93264, -0.41540], [-3.79756, -2.07480, -0.48838], [0.85716, -1.78583, -0.54410], [-1.35013, 0.23985, 0.31836], [-2.55120, -3.20113, 2.32081], [-4.78000, -2.31472, 2.54280], [-6.58425, -1.28729, 0.88195], [-5.34062, -0.25661, 1.58336], [-4.18601, -0.02623, -0.31415], [-5.39719, -0.90136, -1.28782], [-4.35158, -2.85216, -0.84878], [-0.38241, 2.66252, -0.31353], [0.47363, 3.80411, -0.15778], [1.22787, 4.26788, -1.27742], [1.44118, 3.55123, 1.07178], [2.20332, 2.32089, 1.09626], [3.38284, 2.36356, 0.15055], [-0.42677, 5.14241, 0.53880], [1.54310, 1.47893, 0.87931], [2.53502, 2.21669, 2.12669], [3.05235, 2.38779, -0.88726], [4.01355, 1.48559, 0.28538], [3.98077, 3.25558, 0.32597], [-0.96939, 4.78648, 1.40943], [-1.11500, 5.49411, -0.22630], [0.27415, 5.92773, 0.80626], [-6.19881, -6.36905, 0.70149], [-5.16362, -7.26250, 1.12766], [-4.22299, -6.81272, 2.11022], [-4.37082, -7.75851, -0.16028], [-3.91566, -6.71580, -1.04490], [-2.69523, -6.00945, -0.49271], [-5.83780, -8.80915, 1.60772], [-4.73703, -6.01960, -1.22269], [-3.69051, -7.20063, -1.99127], [-2.94800, -5.46550, 0.41728], [-2.31028, -5.29876, -1.22613], [-1.90689, -6.71736, -0.24333], [-6.51825, -9.14785, 0.83223], [-6.37051, -8.64616, 2.54166], [-5.02282, -9.51243, 1.75364], [6.71428, 3.78925, -1.15799], [6.44459, 5.01884, -1.84134], [6.98309, 5.25884, -3.14126], [6.82707, 6.22551, -0.88321], [8.15541, 6.22664, -0.30780], [9.21524, 6.67609, -1.29208], [4.70971, 5.30937, -1.88220], [8.37475, 5.23745, 0.09572], [8.09322, 6.91793, 0.52959], [9.34510, 5.95237, -2.09491], [10.16889, 6.79305, -0.77773], [8.93807, 7.62742, -1.74461], [4.30392, 5.17123, -0.88526], [4.27402, 4.58905, -2.57030], [4.53324, 6.32070, -2.23685]], "forces_ev_per_a": [[-0.05, -0.12, 0.44], [0.10, 0.07, -0.20], [-0.80, -0.30, -0.46], [-0.30, -0.33, -0.21], [0.02, -0.19, 0.42], [-0.48, -0.36, -0.10], [0.53, 0.56, 0.18], [0.05, -0.51, 0.07], [0.24, 0.04, 0.82], [-0.47, 0.58, 0.19], [0.31, -0.06, -0.34], [0.48, 0.63, 0.26], [0.37, 0.00, 0.18], [-0.15, -0.10, 0.10], [-0.18, -0.15, -0.21], [-0.13, 0.28, -0.01], [0.10, 0.23, -0.45], [-0.10, 0.00, -0.20], [0.49, -0.26, -0.51], [-0.16, -0.29, -0.05], [0.19, 0.24, 0.31], [-0.03, -0.05, -0.14], [-0.14, 0.01, 0.03], [0.32, -0.39, -0.02], [-0.11, 0.11, -0.20], [-0.07, -0.01, 0.01], [-0.12, 0.11, -0.05], [-0.07, 0.17, 0.05], [0.01, -0.03, -0.01], [0.01, 0.00, 0.08], [0.10, -0.06, 0.09], [0.01, -0.01, 0.02], [0.01, -0.01, -0.04], [0.02, 0.00, -0.01], [-0.07, 0.22, 0.08], [0.11, -0.34, -0.18], [-0.04, 0.15, 0.15], [-0.13, -0.04, 0.10], [0.22, 0.30, -0.25], [-0.02, 0.18, 0.05], [-0.02, -0.02, 0.00], [-0.05, -0.05, 0.04], [-0.03, -0.21, 0.09], [0.04, -0.02, 0.00], [0.01, -0.04, -0.06], [0.01, -0.03, -0.05], [0.00, 0.01, -0.02], [0.00, 0.04, 0.01], [0.03, 0.01, 0.01], [0.09, -0.16, -0.06], [-0.32, 0.37, 0.13], [0.14, -0.20, -0.11], [-0.06, -0.01, 0.01], [0.43, 0.04, 0.15], [-0.11, -0.07, -0.16], [-0.05, 0.02, 0.04], [-0.10, -0.05, -0.07], [-0.16, 0.03, -0.03], [0.00, -0.02, 0.01], [-0.01, 0.01, 0.05], [0.02, 0.04, 0.05], [-0.02, 0.02, 0.01], [0.04, -0.03, -0.02], [0.03, 0.01, -0.03]], "total_charge": 1, "lumo_energy_ev": -3.051, "spin_multiplicity": 1, "gap_ev": 9.0}